Here is C25H29BNO3 as an isolated structure in a non-equilibrium geometry from the OMol25 dataset. Energies are from ωB97M-V/def2-TZVPD.

Positions of all 59 atoms, in Å:
C 6.772 1.187 2.647
C 5.619 0.372 2.985
C 5.523 -0.802 3.696
C 4.192 -1.261 3.502
C 3.504 -0.332 2.716
B 2.532 -0.493 1.434
O 1.854 -1.651 1.166
C 0.535 -1.103 0.879
C 0.349 -1.218 -0.641
C -0.445 -2.010 1.575
C 0.686 0.450 1.333
C -0.209 1.427 0.590
C 0.735 0.773 2.856
O 2.050 0.695 0.884
O 4.419 0.711 2.439
H 7.663 0.550 2.663
H 6.693 1.653 1.662
H 6.921 1.974 3.394
H 6.331 -1.283 4.231
H 3.751 -2.156 3.917
H -0.689 -1.014 -0.913
H 1.011 -0.522 -1.176
H 0.591 -2.240 -0.959
H -1.482 -1.685 1.422
H -0.351 -3.015 1.138
H -0.222 -2.097 2.641
H -1.251 1.088 0.595
H -0.185 2.416 1.067
H 0.121 1.540 -0.451
H -0.173 0.327 3.580
H 1.623 0.400 3.390
H 0.725 1.864 2.948
C -1.821 -1.046 4.450
C -1.360 0.189 3.706
N -1.881 1.414 4.280
C -2.634 2.384 3.593
C -3.087 2.398 2.279
C -3.906 3.464 1.870
C -4.329 4.444 2.787
C -3.969 4.359 4.138
C -3.106 3.337 4.533
C -2.648 2.922 5.828
C -1.852 1.756 5.641
C -1.363 1.042 6.729
C -1.740 1.464 8.012
C -2.548 2.597 8.195
C -3.013 3.335 7.104
H -1.695 -1.914 3.797
H -1.292 -1.236 5.387
H -2.891 -0.964 4.659
H -1.762 0.140 2.688
H -2.797 1.602 1.597
H -4.220 3.531 0.827
H -4.962 5.262 2.441
H -4.346 5.059 4.888
H -0.714 0.185 6.567
H -1.409 0.895 8.880
H -2.838 2.882 9.206
H -3.686 4.185 7.221

Electronic energy: -34696.785 eV
Net charge: +1
ΔE to the lowest compared entry with this formula, charge and spin: 0.0 kcal/mol